(1)
Density functional theory data (the ωB97M-V functional and the def2-TZVPD basis) for a structure of composition C12H25AlBrCsFIMgN4NaO7.

Calculated values
calculated total energy: -130975.3652 eV
charge: +1
HOMO level: -8.907 eV
gap between HOMO and LUMO: 1.9268 eV

Last column: Mulliken charge in e.
Cartesian coordinates (Å):
C -1.78122 -1.83929 5.39169  -0.66
O -0.30599 -1.90277 5.34611  -0.24
C 0.26192 -1.02135 4.35545  -0.66
C 0.89966 -1.83710 3.19189  -0.17
C 2.30987 -1.36329 2.82889  -1.26
C 2.31320 -0.15917 1.86593  -0.69
N 1.50353 -0.53278 0.68296  -1.16
C 0.94279 0.24455 -0.29004  1.26
N 0.16941 -0.34455 -1.31673  -0.79
C -0.19850 0.81430 -1.99583  -0.66
N 0.30280 1.88291 -1.44848  0.96
C -0.01025 3.19001 -2.00056  -0.86
C -1.01112 4.01730 -1.11771  0.86
C -1.53238 3.15951 0.02380  -1.51
C -0.44660 5.39499 -0.58961  -0.84
N 1.05133 1.58259 -0.37326  -0.63
I 2.03619 3.08995 0.72119  0.26
H -2.15012 -2.82433 5.73278  0.27
H -2.21270 -1.67759 4.41436  0.33
H -2.11383 -1.08675 6.09952  0.27
H -0.54707 -0.43578 3.94358  0.43
H 0.98945 -0.35799 4.81470  0.39
H 0.19696 -1.76862 2.36714  0.25
H 0.91527 -2.87916 3.48420  0.33
H 2.74779 -0.98832 3.74915  0.43
H 2.93724 -2.17117 2.46286  0.39
H 3.38652 0.01220 1.59271  0.35
H 1.88917 0.65620 2.43231  0.32
H 1.33947 -1.53961 0.57532  0.69
H -0.85650 0.76449 -2.85724  0.72
H 0.94247 3.74441 -2.27451  -0.03
H -0.52225 2.98696 -2.93863  0.39
H -1.86315 4.25818 -1.74786  0.39
H -0.96821 3.31135 0.94270  0.30
H -2.57895 3.42535 0.21667  0.36
H -1.56904 2.11625 -0.20938  0.25
H -0.06603 5.27952 0.41591  0.33
H -1.19957 6.16902 -0.58046  0.45
H 0.43592 5.69440 -1.19148  0.12
O 1.49546 -3.09716 -3.32662  -0.47
H 1.45846 -2.49339 -2.57389  0.07
Mg 0.65442 5.24960 -2.86284  0.17
F 0.62426 -4.09739 -4.82058  -0.33
O -2.76750 -4.44665 5.09663  -0.88
H -2.15114 -5.11456 4.76634  0.12
Cs 2.67548 -1.45685 -1.21727  1.04
O -1.34801 -2.25501 -6.25304  -0.55
H -0.53157 -2.51873 -5.80226  0.34
C 0.07985 -3.92233 -8.26372  0.95
O 0.64453 -3.15797 -7.48622  -0.42
O -0.39777 -3.59396 -9.37340  -0.30
O -0.09615 -5.14582 -8.07641  -0.28
Al 0.59484 -3.56826 5.91770  0.43
Br -4.14279 1.97957 -0.52164  -0.62
Na -2.42986 0.57408 -1.92282  0.76

Forces on atoms 1 to 3 (eV/Å):
C -0.836 -0.223 1.153
O -0.312 0.526 -0.632
C 0.222 -0.608 -0.511


(2)
Density functional theory data (the ωB97M-V functional and the def2-TZVPD basis) for a cluster of 2 separate species, C2H5NO in total.

Calculated values
calculated total energy: -5687.0381 eV
charge: 0
energy relative to the best compared isomer or geometry (same formula, charge and spin): 597.38 kJ/mol
HOMO level (spin up / spin down): -9.561 / -8.802 eV
gap between HOMO and LUMO (spin up / spin down): 9.8217 / 8.2646 eV

Last column: natural (NBO) charge in e.
Cartesian coordinates (Å):
C -1.35906 -0.18018 -0.90173  -0.27
C 1.43879 0.71320 0.71769  -0.49
N -0.64720 -0.88230 -0.12353  0.14
O -0.80522 -1.73276 0.75559  -0.29
H -2.30279 -0.67937 -1.11408  0.19
H -0.90099 0.50313 -1.65113  0.22
H 1.16112 1.56946 0.17248  0.16
H 2.54514 0.35875 0.63562  0.17
H 0.87022 0.33006 1.50907  0.17

Forces on atoms 1 to 3 (eV/Å):
C -0.253 -0.929 -1.584
C 3.349 -1.137 -0.461
N 1.142 -0.239 2.080


(3)
Density functional theory data (the ωB97M-V functional and the def2-TZVPD basis) for a cluster of 2 separate species, C3H5O4 in total.

Calculated values
calculated total energy: -11376.1544 eV
2S+1: 2
charge: 0
energy relative to the best compared isomer or geometry (same formula, charge and spin): 373.48 kJ/mol
HOMO level (spin up / spin down): -10.398 / -10.715 eV
gap between HOMO and LUMO (spin up / spin down): 6.8985 / 10.2535 eV

Last column: natural (NBO) charge in e.
Cartesian coordinates (Å):
C 0.39637 1.48172 2.41776  -0.61
C 0.41893 1.93648 0.97515  -0.41
C 0.21098 0.70552 0.02922  0.71
O 1.26670 0.35330 -0.53913  -0.25
O -0.96061 0.28407 0.00301  -0.57
O -0.50379 -2.29640 -2.43703  -0.02
O -1.49361 -1.57777 -2.19241  0.02
H 0.26889 2.30567 3.11895  0.23
H -0.43044 0.77918 2.55633  0.23
H 1.33384 0.98693 2.68942  0.21
H -0.39492 2.65187 0.83129  0.25
H 1.37691 2.41333 0.75915  0.22

Forces on atoms 1 to 3 (eV/Å):
C 0.108 -0.911 0.259
C 1.159 1.137 0.623
C -3.581 -0.868 -0.074


(4)
Density functional theory data (the ωB97M-V functional and the def2-TZVPD basis) for a structure of composition C41H45N10OPRbSi.

Calculated values
calculated total energy: -78016.4773 eV
charge: -1
energy relative to the best compared isomer or geometry (same formula, charge and spin): 0.00 kJ/mol
HOMO level: -4.469 eV
gap between HOMO and LUMO: 6.5052 eV

Last column: Mulliken charge in e.
Cartesian coordinates (Å):
Rb 18.92399 9.42017 13.11188  0.86
C 15.35636 9.48389 18.08015  -0.94
N 16.06338 8.96811 16.95948  0.30
C 15.40886 8.62573 15.79280  -0.44
C 16.38687 8.32109 14.89379  -0.88
N 17.61935 8.49705 15.53272  -0.08
C 17.35489 8.93432 16.75715  0.34
P 18.74999 9.17573 17.95406  -0.75
C 18.51967 10.93146 18.25882  0.15
N 17.47120 11.56909 17.88398  0.16
C 17.60758 12.85228 18.42030  -1.02
C 18.78849 12.93293 19.08225  -0.48
N 19.36171 11.69309 18.97725  0.27
C 20.65270 11.27303 19.48701  -0.83
C 20.03984 9.28955 16.63161  -0.44
N 20.54611 10.42409 16.14028  0.89
C 21.51203 9.99132 15.19877  -1.02
C 21.59835 8.63995 15.20320  -0.62
N 20.67211 8.18985 16.12678  0.45
C 20.30978 6.77498 16.47723  -0.83
H 16.00500 9.19683 18.96069  0.28
H 14.44195 8.95032 18.19540  0.43
H 15.27366 10.53886 17.97969  0.25
H 14.35893 8.63690 15.78178  0.49
H 16.34419 7.93960 13.86421  0.43
H 16.79410 13.50980 18.36709  0.54
H 19.26072 13.75315 19.54470  0.51
H 21.46735 11.52596 18.90140  0.29
H 20.64669 10.14385 19.48574  0.27
H 20.83028 11.62436 20.49099  0.43
H 22.13962 10.64703 14.64114  0.43
H 22.18852 7.94841 14.58130  0.40
H 19.34657 6.82382 16.96028  0.35
H 21.00153 6.28206 17.21374  0.25
H 20.29650 6.20443 15.56200  0.34
O 21.47645 13.10050 16.87817  -0.50
C 21.31353 14.07932 15.86148  -0.51
C 19.84588 14.58995 15.75326  -0.60
C 19.08142 13.35670 15.12136  1.46
C 19.46170 13.19617 13.67735  0.01
C 18.86186 14.00466 12.71839  -0.68
C 19.31065 13.99083 11.44845  -0.48
C 20.37200 13.15717 11.04828  -0.89
C 20.88315 12.30248 12.05690  -0.54
N 20.39698 12.33221 13.34741  0.41
H 20.86201 12.39792 16.65020  0.18
H 21.61925 13.68554 14.87022  0.23
H 22.00231 14.85539 16.21455  0.40
H 19.79604 15.47364 15.04118  0.37
H 19.48160 14.86707 16.74961  0.33
H 17.99499 13.54994 15.23537  0.30
H 19.22351 12.38674 15.67290  -1.12
H 18.14690 14.72122 13.10993  0.43
H 18.87710 14.71429 10.75557  0.41
H 20.69628 13.10858 10.02227  0.42
H 21.58022 11.52326 11.81392  0.44
N 8.64100 11.54279 8.80434  -0.59
C 9.61998 11.30562 9.39622  -0.11
C 10.89577 11.01790 9.97854  0.92
C 11.81752 12.01597 9.99537  -0.90
C 13.06088 11.83282 10.61093  -0.03
C 13.38969 10.54751 11.00450  -0.59
C 12.38565 9.54298 11.05836  0.03
C 11.08401 9.78477 10.57508  -0.96
C 14.78624 10.23593 11.56829  1.71
C 14.99894 10.87258 12.81989  -0.33
C 13.89454 11.49336 13.52635  -0.87
C 14.48178 12.02925 14.70233  -2.11
C 15.84752 11.70529 14.62614  0.08
N 16.19622 10.97813 13.53698  0.51
C 15.51814 9.35377 10.77761  -0.50
C 15.13335 8.87599 9.47344  -1.24
C 16.17943 8.15195 9.02530  -0.74
C 17.24100 8.27784 10.03154  -0.44
N 16.82629 8.94372 11.07681  0.57
H 11.55828 12.97141 9.53811  0.39
H 13.77317 12.62420 10.72700  0.54
H 12.72767 8.59536 11.49316  0.49
H 10.31009 9.03072 10.75436  0.39
H 12.90442 11.52134 13.21938  0.67
H 14.02962 12.40242 15.59212  0.42
H 16.55754 11.91057 15.38126  0.61
H 14.19626 8.98903 9.03000  0.51
H 16.19833 7.66056 8.08342  0.46
H 18.27869 7.90585 9.91273  0.26
C 23.10842 4.82791 10.07042  -1.08
Si 22.30778 6.50721 9.66859  0.03
C 23.49948 7.45594 8.70710  -0.95
C 20.66194 6.24525 8.77587  -0.98
C 21.87792 7.50639 11.07409  -1.19
C 21.37656 8.15063 11.97966  0.54
H 23.77721 4.50925 9.23335  0.29
H 22.43040 4.01045 10.12815  0.35
H 23.63172 4.90349 11.07151  0.26
H 23.75613 7.15862 7.69421  0.36
H 24.40754 7.36081 9.25483  0.26
H 23.16044 8.50818 8.71799  0.24
H 20.74240 5.66118 7.83614  0.33
H 20.27279 7.20716 8.49674  0.24
H 19.94249 5.75641 9.43461  0.28

Forces on atoms 1 to 3 (eV/Å):
Rb -0.039 0.301 -0.087
C 1.798 -1.014 1.737
N -2.408 0.054 -0.578